A structure of composition C36H71BrIN5O7P in a non-equilibrium geometry, computed with wB97M-V/def2-TZVPD.

```
122
Properties=species:S:1:pos:R:3:mulliken_charge:R:1
C -0.3115 -6.2827 -1.1044 -0.77
C 0.9560 -6.8680 -1.9042 -0.19
N 2.2174 -6.0836 -1.7352 -0.07
C 2.9970 -6.4775 -0.5494 -0.49
C 4.2010 -7.3609 -1.2141 -0.86
O 3.7329 -8.4042 -2.0788 -0.39
C 3.4925 -9.6471 -1.3718 -0.33
O 2.3922 -7.3277 0.4506 -0.15
C 3.1463 -7.2052 1.7106 -0.63
O 3.9443 -8.3913 1.8314 -0.28
C 3.6297 -9.1391 3.0101 0.27
O 4.5353 -9.6097 3.7459 -0.52
C 2.1220 -9.4802 3.4712 0.58
C 1.7032 -9.0743 4.9018 -0.29
C 0.2148 -9.3780 5.2987 -0.53
C -0.7067 -10.0367 4.2257 -0.33
C -0.2457 -10.4535 2.8039 -0.58
C 1.2202 -10.1537 2.4105 -0.09
C 3.9545 -5.7820 1.7258 0.14
Br 3.0864 -4.8006 3.2255 0.13
P 5.8018 -5.7966 2.2436 0.06
O 5.8673 -6.7441 3.6854 -0.37
I 6.3033 -3.4443 2.8126 0.02
N 3.6259 -5.3708 0.3006 0.35
C 3.2127 -3.9400 0.0484 -0.78
C 1.6540 -3.6445 0.2622 0.19
O 1.4919 -2.3566 0.9549 -0.28
C 0.3963 -1.6285 0.3991 0.48
C 0.4126 -0.9139 -1.0473 -0.53
O -0.6546 -1.4823 1.0718 -0.55
H -0.0154 -6.1013 -0.0191 0.08
H -1.1227 -7.1064 -1.1475 0.42
H -0.7571 -5.3636 -1.6272 0.23
H 0.6834 -6.7895 -3.0264 0.44
H 1.1019 -8.0015 -1.7259 0.04
H 2.7882 -6.0508 -2.5871 0.40
H 4.7948 -6.6258 -1.8897 0.38
H 4.9502 -7.7598 -0.4484 0.45
H 2.4051 -9.6316 -0.9712 0.01
H 3.5226 -10.5463 -2.0962 0.31
H 4.1854 -9.8403 -0.4869 0.22
H 2.3036 -7.0047 2.4502 0.66
H 2.4499 -8.5716 5.6094 0.34
H -0.1453 -9.0733 6.3369 0.35
H -1.7884 -10.2307 4.5171 0.33
H -0.9183 -10.9377 2.0214 0.35
H 1.6386 -10.3990 1.3727 0.26
H 5.3642 -6.2122 4.3618 0.34
H 4.5945 -5.3699 -0.1078 0.62
H 3.5267 -3.6830 -1.0189 0.24
H 3.8088 -3.2700 0.7768 0.26
H 1.1138 -4.4543 0.8849 0.05
H 1.1624 -3.5339 -0.7704 0.33
H -0.0272 0.1480 -0.9776 -0.01
H -0.2175 -1.5162 -1.7851 0.32
H 1.5092 -0.8991 -1.4009 0.31
C -3.5289 3.8432 4.1435 -1.21
C -2.9356 2.5741 4.7488 -0.29
N -3.6727 1.3599 4.4143 0.14
C -3.2579 0.2030 5.2058 -0.74
C -1.8298 -0.3086 5.0228 -0.84
C -3.8709 1.0996 2.9927 -1.12
C -2.6300 0.9828 2.1086 -0.09
H -4.5759 3.9655 4.4314 0.33
H -2.9776 4.7167 4.5023 0.44
H -3.4640 3.8443 3.0522 0.05
H -2.9533 2.7060 5.8367 0.47
H -1.8803 2.5070 4.4582 0.22
H -3.9536 -0.6246 5.0242 0.35
H -3.3954 0.4535 6.2644 0.40
H -1.7146 -0.8572 4.0871 0.15
H -1.5843 -1.0065 5.8301 0.39
H -1.0902 0.4946 5.0534 0.26
H -4.5029 1.8967 2.5847 0.37
H -4.4771 0.1949 2.8702 0.38
H -1.8837 1.7515 2.3281 0.25
H -2.9143 1.0960 1.0579 0.17
H -2.1580 0.0051 2.2041 -0.03
C -1.3699 6.2068 -3.1669 -1.27
C -1.9977 4.8178 -3.0950 -0.41
N -1.5220 4.0121 -1.9746 0.13
C -1.9228 2.6103 -2.0684 -0.09
C -3.4148 2.2909 -1.9946 -1.08
C -1.6581 4.6084 -0.6490 -0.63
C -3.0575 5.0137 -0.1874 -0.83
H -0.2796 6.1459 -3.2037 0.30
H -1.7082 6.7191 -4.0718 0.38
H -1.6569 6.8290 -2.3154 0.25
H -1.7389 4.3064 -4.0292 0.43
H -3.0887 4.9258 -3.0887 0.27
H -1.4018 2.0346 -1.2932 -0.27
H -1.5376 2.2126 -3.0154 0.49
H -3.7947 2.3731 -0.9757 0.14
H -3.5847 1.2568 -2.3121 0.42
H -4.0126 2.9316 -2.6461 0.32
H -1.0183 5.4970 -0.6077 0.38
H -1.2220 3.9351 0.0981 0.30
H -3.6283 5.5191 -0.9705 0.29
H -2.9809 5.7049 0.6567 0.34
H -3.6325 4.1536 0.1598 0.10
C -0.9111 9.2649 -5.9723 -1.53
C -1.1829 10.0190 -4.6737 -0.38
N 0.0131 10.2825 -3.8806 0.17
C -0.2893 10.7610 -2.5323 -0.54
C -0.9865 12.1135 -2.3972 -1.00
C 1.0938 10.9885 -4.5616 -0.69
C 0.7870 12.3627 -5.1560 -0.95
H -0.3913 8.3228 -5.7801 0.29
H -1.8569 9.0314 -6.4691 0.41
H -0.3150 9.8568 -6.6712 0.40
H -1.8637 9.3937 -4.0845 0.48
H -1.7288 10.9397 -4.9109 0.26
H 0.6348 10.7816 -1.9428 0.41
H -0.9151 10.0063 -2.0406 0.20
H -0.3001 12.9408 -2.5798 0.22
H -1.3597 12.2330 -1.3750 0.43
H -1.8429 12.2120 -3.0677 0.26
H 1.4650 10.3467 -5.3687 0.37
H 1.9501 11.0809 -3.8841 0.35
H -0.1711 12.3888 -5.6814 0.25
H 1.5619 12.6323 -5.8792 0.37
H 0.7839 13.1410 -4.3916 0.28
```

Properties
frontier orbital gap: 5.228 eV
net charge: +1
ΔE to the lowest compared entry with this formula, charge and spin: 0.000 eV
LUMO energy: -3.8 eV